*w*
11
Properties=species:S:1:pos:R:3 method="wB97M-V/def2-TZVPD" smiles="ClC#P1C=CCO1" charge=0 multiplicity=1
Cl -4.613 -0.637 -0.204
P -2.207 0.903 0.682
O -0.978 1.746 -0.140
C -1.181 -0.684 0.758
C 0.058 -0.378 0.307
C -3.487 0.546 -0.586
C 0.194 0.965 -0.396
H -1.656 -1.644 1.101
H 0.822 -1.010 0.126
H 1.050 1.513 -0.072
H 0.348 0.757 -1.436



*x*
11
Properties=species:S:1:pos:R:3 method="wB97M-V/def2-TZVPD" charge=0 multiplicity=1
Cl -2.411 1.307 0.834
P -1.471 0.762 -0.920
O -1.424 -2.456 -0.115
C 0.514 -1.089 0.504
C -0.817 -1.471 0.078
C 1.069 0.080 0.116
C 0.372 1.211 -0.495
H 0.376 2.035 0.210
H 2.110 0.273 0.273
H 0.888 -1.986 0.916
H 0.796 1.334 -1.401



Name the least stable of them. *w*.



*w*
12
Properties=species:S:1:pos:R:3 method="wB97M-V/def2-TZVPD" charge=0 multiplicity=3
F -0.796 -2.659 0.183
O 2.523 -1.885 1.090
O -0.631 -0.755 1.461
O 1.320 -3.643 1.551
N 1.533 -2.542 1.174
C -0.078 -1.580 0.523
C -0.509 0.379 0.574
C 0.231 -0.488 -0.461
H 1.293 -0.278 -0.560
H 0.039 1.199 1.032
H -1.503 0.704 0.258
H -0.230 -0.591 -1.440



*x*
12
Properties=species:S:1:pos:R:3 method="wB97M-V/def2-TZVPD" charge=0 multiplicity=3
F -0.993 0.740 -1.518
O -1.920 -1.429 0.041
O 0.159 -1.753 0.753
O -1.090 2.276 0.840
N 1.193 0.034 -0.650
C -0.451 1.254 0.850
C -0.813 -1.054 0.100
C -0.220 0.323 -0.418
H 0.969 -1.566 0.263
H 1.346 -0.425 -1.558
H 0.034 0.813 1.742
H 1.786 0.785 -0.447



Name the least stable of them. *w*.



*w*
15
Properties=species:S:1:pos:R:3 method="wB97M-V/def2-TZVPD" charge=+1 multiplicity=1
N 0.702 -2.214 -0.287
N -0.364 -2.005 -0.061
N 2.961 -0.059 0.016
N 1.857 0.131 0.138
C -0.372 0.097 1.028
C 0.258 1.450 -1.029
C -1.277 -1.067 0.345
C 0.651 0.592 0.080
H -0.054 0.633 -1.825
H -0.562 2.071 -0.886
H -1.717 -0.820 -0.630
H -1.978 -1.343 1.165
H 1.169 2.014 -1.277
H -0.102 -0.299 1.968
H -1.169 0.821 1.257



*x*
15
Properties=species:S:1:pos:R:3 method="wB97M-V/def2-TZVPD" smiles="[H]/N=C/Cn1cn[nH+]c1" charge=+1 multiplicity=1
N 2.809 -0.840 0.346
N -2.673 0.708 -0.069
N -0.503 0.353 0.105
N -2.393 -0.593 -0.084
C 1.897 -0.325 -0.369
C -1.078 -0.862 0.015
C 0.929 0.692 0.275
C -1.506 1.325 0.062
H 1.166 1.735 -0.031
H 1.881 -0.623 -1.448
H 1.125 0.652 1.378
H -0.532 -1.817 0.051
H -3.088 -1.338 -0.148
H -1.402 2.417 0.136
H 3.368 -1.485 -0.222



Name the least stable of them. *w*.



*w*
15
Properties=species:S:1:pos:R:3 method="wB97M-V/def2-TZVPD" charge=0 multiplicity=1
Si 2.317 0.057 -0.209
O 2.860 0.150 1.330
O 2.308 -1.387 -0.838
O 3.045 1.198 -0.976
C -0.636 -0.093 0.749
C -1.680 -0.843 -0.019
C -1.728 0.699 0.045
H -0.694 -0.003 1.869
H -2.481 1.349 0.546
H -1.437 1.174 -0.898
H -1.584 -1.149 -0.986
H 1.410 -1.786 -1.158
H 3.145 2.051 -0.583
H -2.477 -1.428 0.560
H 2.528 -0.390 2.058



*x*
15
Properties=species:S:1:pos:R:3 method="wB97M-V/def2-TZVPD" smiles="O=[Si](O)O.C=CC" charge=0 multiplicity=1
Si 1.140 -1.754 -0.752
O 0.430 -1.442 -2.192
O 2.542 -1.006 -0.732
O 0.517 -2.596 0.376
C 0.547 0.816 1.068
C -0.774 0.446 0.937
C -1.696 1.445 0.387
H -1.104 -0.545 1.200
H -0.379 -1.921 -2.289
H -2.733 1.110 0.418
H 2.488 -0.360 -1.423
H -1.810 2.250 1.064
H -1.393 1.709 -0.606
H 1.261 0.097 1.635
H 0.962 1.752 0.908



Name the least stable of them. *w*.



*w*
3
Properties=species:S:1:pos:R:3 method="wB97M-V/def2-TZVPD" smiles=S charge=0 multiplicity=1
S 0.000 0.591 0.000
H 1.044 -0.368 0.000
H -1.044 -0.223 0.000



*x*
3
Properties=species:S:1:pos:R:3 method="wB97M-V/def2-TZVPD" charge=0 multiplicity=1
S 0.970 0.059 0.000
H 0.749 -1.250 0.000
H -1.719 1.191 0.000



Name the least stable of them. *x*.



*w*
10
Properties=species:S:1:pos:R:3 method="wB97M-V/def2-TZVPD" charge=0 multiplicity=1
I -2.682 1.653 -2.714
O -0.037 -0.047 1.669
O -2.289 1.213 -0.617
N -1.259 0.594 1.361
C -1.246 0.779 0.058
C -0.101 0.138 -0.709
H 0.057 -0.961 -0.285
H 0.796 0.475 -0.399
H -0.123 -0.407 2.664
H -0.164 0.205 -1.759



*x*
10
Properties=species:S:1:pos:R:3 method="wB97M-V/def2-TZVPD" smiles="C[C@@H](I)[N+](=O)[O-]" charge=0 multiplicity=1
I -2.531 -1.391 0.468
O -0.637 -2.766 -2.241
O -0.535 -0.598 -2.339
N -0.537 -1.659 -1.817
C 0.369 -0.426 0.430
C -0.464 -1.559 -0.067
H 0.164 -0.335 1.442
H 1.348 -0.611 -0.041
H 0.176 0.568 0.096
H -0.138 -2.470 0.442



Name the least stable of them. *w*.